Entry 1:
Computed, not measured: C35H44BMnN4O2PS as an isolated structure, with ωB97M-V/def2-TZVPD.

Last column: Mulliken charge in e.
Atoms and positions in Å:
1 Mn 0.078 0.169 0.048  1.581
2 N -0.810 0.748 2.278  -0.162
3 C -2.197 0.628 2.618  -0.424
4 C -2.665 1.010 3.874  -0.402
5 C -4.014 0.939 4.174  -0.626
6 C -4.918 0.492 3.218  -0.796
7 C -4.459 0.090 1.978  -0.170
8 C -3.098 0.133 1.673  0.085
9 P -2.488 -0.507 0.066  2.090
10 C -3.677 0.332 -1.065  0.305
11 C -4.764 -0.279 -1.687  -0.213
12 C -5.605 0.459 -2.509  -0.748
13 C -5.385 1.813 -2.711  -0.604
14 C -4.326 2.438 -2.069  -0.779
15 C -3.484 1.702 -1.253  -0.516
16 C -3.134 -2.226 0.096  0.492
17 C -3.477 -2.882 1.280  -0.665
18 C -3.787 -4.233 1.276  -0.742
19 C -3.755 -4.960 0.097  -0.752
20 C -3.406 -4.325 -1.087  -0.789
21 C -3.088 -2.977 -1.084  -0.841
22 H -0.610 1.692 1.950  0.122
23 H -0.209 0.575 3.073  0.257
24 H -1.963 1.380 4.612  0.452
25 H -4.366 1.248 5.149  0.400
26 H -5.976 0.457 3.444  0.440
27 H -5.155 -0.276 1.232  0.472
28 H -4.977 -1.325 -1.524  0.366
29 H -6.441 -0.032 -2.990  0.430
30 H -6.042 2.379 -3.358  0.393
31 H -4.153 3.499 -2.201  0.548
32 H -2.670 2.186 -0.733  0.298
33 H -3.506 -2.325 2.208  0.422
34 H -4.051 -4.724 2.205  0.420
35 H -3.993 -6.016 0.098  0.404
36 H -3.377 -4.883 -2.014  0.432
37 H -2.816 -2.494 -2.014  0.313
38 C 1.854 0.054 -2.683  -0.935
39 N 0.814 -0.785 -2.072  1.201
40 C -0.372 -0.768 -2.930  -1.242
41 C 1.304 -2.156 -1.884  -1.391
42 C 0.656 -2.842 -0.688  -0.073
43 N 0.942 -2.147 0.569  0.644
44 C 2.352 -2.296 0.934  -1.273
45 C 0.121 -2.708 1.641  -1.222
46 H 2.151 -0.339 -3.665  0.403
47 H 2.729 0.096 -2.035  0.231
48 H 1.470 1.066 -2.804  0.024
49 H -0.147 -1.164 -3.931  0.462
50 H -0.732 0.256 -3.026  0.014
51 H -1.164 -1.373 -2.489  0.261
52 H 2.382 -2.116 -1.736  0.445
53 H 1.120 -2.764 -2.780  0.452
54 H 1.012 -3.884 -0.644  0.490
55 H -0.429 -2.869 -0.824  -0.402
56 H 2.633 -3.359 0.980  0.328
57 H 2.525 -1.844 1.908  0.353
58 H 2.999 -1.787 0.224  0.256
59 H 0.275 -3.792 1.748  0.359
60 H -0.932 -2.531 1.442  0.382
61 H 0.381 -2.226 2.584  0.288
62 C -1.536 8.619 -3.826  -2.133
63 C -0.807 7.311 -4.143  2.186
64 C 0.672 7.637 -4.407  -1.627
65 C -1.436 6.726 -5.416  -1.631
66 C -0.887 6.304 -2.996  0.497
67 C -1.409 6.641 -1.749  -0.357
68 C -1.443 5.744 -0.680  -1.854
69 C -0.935 4.485 -0.895  0.883
70 O -0.852 3.407 -0.058  -0.594
71 B -0.296 2.322 -0.802  0.363
72 O -0.021 2.823 -2.096  -0.407
73 C -0.425 4.128 -2.139  0.161
74 C -0.382 5.012 -3.191  -0.912
75 H -1.490 9.277 -4.695  0.435
76 H -1.075 9.142 -2.987  0.409
77 H -2.588 8.439 -3.595  0.440
78 H 0.763 8.343 -5.235  0.440
79 H 1.234 6.736 -4.657  0.345
80 H 1.125 8.079 -3.517  0.363
81 H -1.377 7.454 -6.228  0.457
82 H -2.487 6.485 -5.245  0.367
83 H -0.927 5.820 -5.745  0.309
84 H -1.813 7.630 -1.585  0.409
85 H -1.855 6.039 0.276  0.446
86 H 0.040 4.700 -4.138  0.456
87 S 4.536 0.934 0.135  -0.455
88 C 2.991 0.836 0.555  0.228
89 N 1.856 0.731 0.853  -0.765

Computed properties:
Multiplicity ... 6
Electronic energy ... -3645.11848 a.u.
Relative energy (zero: lowest compared OMol25 entry of this formula, charge and spin) ... 15.33 kcal/mol
HOMO level (alpha / beta) ... -6.46 / -7.48 eV
Orbital gap (alpha / beta) ... 6.86 / 7.76 eV
Expectation value of S² ... 8.758
Lowest unoccupied orbital energy (alpha / beta) ... 0.40 / 0.28 eV

***

Entry 2:
Computed, not measured: one molecule with the formula C5H7NO, with ωB97M-V/def2-TZVPD.

Last column: Mulliken charge in e.
Atoms and positions in Å:
1 C -1.661 -1.042 0.225  -1.174
2 C -0.266 -0.502 0.206  0.110
3 O 0.723 -1.388 0.519  -0.385
4 C 1.915 -0.761 0.333  -0.379
5 C 1.715 0.504 -0.099  -0.449
6 C 0.293 0.686 -0.177  0.671
7 N -0.299 1.895 -0.620  -0.561
8 H -2.346 -0.424 0.814  0.297
9 H -2.065 -1.114 -0.792  0.256
10 H -1.659 -2.050 0.650  0.303
11 H 2.802 -1.344 0.539  0.458
12 H 2.456 1.239 -0.374  0.388
13 H -0.614 2.507 0.118  0.229
14 H -0.994 1.793 -1.341  0.237

Computed properties:
Electronic energy ... -324.69324 a.u.
Relative energy (zero: lowest compared OMol25 entry of this formula, charge and spin) ... 19.60 kcal/mol
HOMO level ... -8.30 eV
Orbital gap ... 9.28 eV
SMILES ... Cc1occc1N
Lowest unoccupied orbital energy ... 0.98 eV

***

Entry 3:
Computed, not measured: an isolated ion of composition C6H14N3O and charge +1 in a non-equilibrium geometry, with ωB97M-V/def2-TZVPD.

Last column: Mulliken charge in e.
Atoms and positions in Å:
1 H -1.697 1.139 -1.284  0.304
2 N -0.759 0.886 -1.032  -0.539
3 C -0.722 0.150 -0.009  0.207
4 O -1.690 -0.170 0.876  -0.287
5 C -2.968 0.223 0.540  -0.776
6 N -3.559 -0.259 -0.707  -0.467
7 C 0.761 -0.354 0.002  1.319
8 C 0.740 -1.880 -0.366  -1.723
9 N 1.852 0.272 0.294  0.021
10 C 1.697 1.692 0.578  -1.145
11 C 3.170 -0.173 0.059  -1.052
12 H -2.965 1.295 0.436  0.571
13 H -3.577 -0.134 1.464  0.296
14 H -4.237 0.422 -1.062  0.246
15 H -3.953 -1.214 -0.508  0.260
16 H -0.285 -2.160 -0.394  0.346
17 H 1.283 -2.542 0.259  0.463
18 H 1.247 -2.027 -1.282  0.458
19 H 1.188 1.620 1.539  0.397
20 H 2.631 2.081 0.723  0.542
21 H 0.995 2.197 -0.180  0.303
22 H 3.286 -1.171 -0.350  0.364
23 H 3.821 0.391 -0.537  0.443
24 H 3.738 -0.285 0.944  0.448

Computed properties:
Charge ... +1
Electronic energy ... -476.20294 a.u.
Relative energy (zero: lowest compared OMol25 entry of this formula, charge and spin) ... 36.45 kcal/mol
HOMO level ... -13.42 eV
Orbital gap ... 9.42 eV
SMILES ... [H]/N=C(\OCN)C(C)=[N+](C)C
Lowest unoccupied orbital energy ... -4.00 eV

***

Entry 4:
Computed, not measured: a 10-piece molecular cluster, C30H66F4O36P6 overall in a non-equilibrium geometry, with ωB97M-V/def2-TZVPD.

Last column: Mulliken charge in e.
Atoms and positions in Å:
1 O -10.972 16.598 4.863  -0.576
2 C -9.836 16.466 4.535  0.466
3 O -9.192 15.365 4.335  -0.371
4 C -7.820 15.604 4.203  0.710
5 C -7.766 17.082 3.833  0.822
6 F -7.877 17.404 2.540  -0.405
7 O -8.961 17.537 4.474  -0.416
8 H -7.374 15.524 5.193  -0.604
9 H -7.314 14.981 3.467  0.447
10 H -6.809 17.424 4.227  -0.113
11 O 1.248 16.768 7.554  -0.525
12 C 2.297 17.139 7.055  0.625
13 O 3.026 18.224 7.452  -0.342
14 C 4.323 18.034 6.942  -0.506
15 C 3.998 17.315 5.675  0.398
16 F 5.131 16.639 5.362  -0.319
17 O 2.988 16.439 6.174  -0.156
18 H 4.714 19.012 6.658  0.336
19 H 4.996 17.481 7.595  0.295
20 H 3.692 17.863 4.785  0.172
21 O -6.606 19.712 5.442  0.172
22 C -6.897 20.438 4.529  0.160
23 O -6.983 21.834 4.484  -0.387
24 C -7.473 22.190 3.208  -0.719
25 C -7.113 21.054 2.334  0.214
26 F -5.875 21.297 1.856  -0.286
27 O -7.168 20.006 3.285  0.024
28 H -8.553 22.305 3.347  0.337
29 H -7.212 23.168 2.807  0.397
30 H -7.765 20.814 1.497  0.303
31 O -5.249 9.945 5.164  -0.620
32 C -5.217 11.139 5.395  0.538
33 O -6.337 11.842 5.325  -0.335
34 C -6.191 12.967 6.196  0.574
35 C -4.686 13.153 6.176  1.073
36 F -4.271 13.548 7.391  -0.325
37 O -4.202 11.918 5.805  -0.268
38 H -6.657 13.895 5.881  -0.706
39 H -6.461 12.800 7.240  0.366
40 H -4.334 13.854 5.416  -0.399
41 C -6.050 10.837 1.582  -0.490
42 O -5.944 10.329 0.279  -0.323
43 P -4.956 10.981 -0.760  0.968
44 O -4.912 10.397 -2.112  -0.725
45 O -5.348 12.556 -0.667  -0.237
46 C -6.592 12.981 -1.235  -0.735
47 O -3.495 10.950 -0.040  -0.158
48 C -2.891 9.676 0.236  -0.675
49 H -5.103 11.241 1.948  0.102
50 H -6.273 10.026 2.277  0.328
51 H -6.797 11.611 1.760  0.310
52 H -7.242 12.147 -1.511  0.367
53 H -6.385 13.446 -2.198  0.269
54 H -7.061 13.598 -0.473  0.208
55 H -3.433 8.797 -0.114  0.379
56 H -2.613 9.521 1.276  0.118
57 H -2.039 9.768 -0.440  0.309
58 C -1.124 18.783 1.064  -0.612
59 O -0.411 17.671 1.585  0.132
60 P 1.138 17.725 2.140  0.953
61 O 1.739 16.594 2.869  -0.543
62 O 1.110 19.011 3.080  -0.493
63 C 0.482 18.815 4.358  0.012
64 O 1.978 18.247 0.851  -0.391
65 C 1.844 17.494 -0.331  -0.747
66 H -1.536 19.304 1.929  0.058
67 H -1.929 18.426 0.425  0.267
68 H -0.533 19.498 0.490  0.404
69 H 0.592 17.762 4.625  -0.017
70 H -0.576 19.045 4.245  -0.306
71 H 1.057 19.367 5.098  0.390
72 H 1.638 18.285 -1.057  0.298
73 H 0.952 16.866 -0.344  0.269
74 H 2.685 16.933 -0.736  0.313
75 C -3.784 19.894 7.766  -0.405
76 O -3.738 20.919 6.729  0.582
77 P -3.642 22.430 7.237  0.585
78 O -3.228 22.774 8.599  -0.755
79 O -5.172 22.919 6.983  -0.273
80 C -6.202 22.578 7.881  -0.801
81 O -2.816 23.128 6.026  -0.411
82 C -3.093 22.753 4.668  -0.101
83 H -3.241 19.016 7.406  -0.349
84 H -4.804 19.573 7.963  0.221
85 H -3.113 20.162 8.581  0.522
86 H -5.990 22.149 8.861  0.347
87 H -7.057 22.111 7.388  0.244
88 H -6.750 23.464 8.225  0.357
89 H -3.405 21.723 4.499  -0.230
90 H -2.198 22.917 4.070  0.345
91 H -3.890 23.410 4.318  0.226
92 C -3.430 14.392 2.479  -1.184
93 O -2.705 15.248 3.401  0.989
94 P -3.486 16.404 4.174  -0.201
95 O -4.713 15.974 4.830  -0.322
96 O -2.320 16.959 5.169  0.304
97 C -2.025 16.256 6.388  0.296
98 O -3.638 17.543 3.084  -0.248
99 C -3.850 18.892 3.584  -0.370
100 H -3.543 13.480 3.065  0.232
101 H -2.957 14.278 1.508  0.297
102 H -4.434 14.784 2.303  0.383
103 H -1.009 15.882 6.277  -0.319
104 H -2.649 15.377 6.560  -0.409
105 H -2.118 16.735 7.364  0.365
106 H -4.547 18.767 4.415  0.118
107 H -4.346 19.595 2.919  0.454
108 H -2.867 19.211 3.926  -0.352
109 C 1.519 12.994 5.811  -0.625
110 O 0.710 12.052 5.094  -0.340
111 P -0.658 12.547 4.423  -0.168
112 O -1.519 13.423 5.248  0.234
113 O -0.226 13.071 2.994  -0.344
114 C 0.243 14.422 2.861  -0.484
115 O -1.431 11.163 4.046  -0.101
116 C -1.341 10.137 5.047  -0.791
117 H 2.550 12.961 5.440  0.312
118 H 1.831 12.645 6.798  0.375
119 H 1.204 14.035 5.821  0.149
120 H -0.388 14.958 2.152  0.132
121 H 1.281 14.439 2.546  0.549
122 H 0.075 14.987 3.778  0.118
123 H -0.852 9.348 4.473  0.269
124 H -2.354 9.751 5.170  0.209
125 H -0.885 10.345 6.011  0.349
126 C -8.295 18.564 7.905  -0.175
127 O -8.292 18.048 9.238  -0.407
128 P -7.452 16.687 9.516  0.918
129 O -7.646 15.517 8.648  -0.563
130 O -5.932 17.186 9.446  -0.259
131 C -4.970 16.236 8.977  -0.721
132 O -7.652 16.479 11.109  -0.353
133 C -8.840 15.857 11.626  -0.726
134 H -8.777 19.528 8.056  0.317
135 H -8.890 17.980 7.202  0.174
136 H -7.276 18.626 7.528  -0.046
137 H -3.996 16.719 9.002  0.256
138 H -5.193 15.707 8.054  0.237
139 H -4.958 15.426 9.712  0.483
140 H -9.102 14.981 11.028  0.301
141 H -9.684 16.542 11.559  0.280
142 H -8.626 15.471 12.619  0.247

Computed properties:
Electronic energy ... -6339.43757 a.u.
Relative energy (zero: lowest compared OMol25 entry of this formula, charge and spin) ... 0.00 kcal/mol
HOMO level ... -10.35 eV
Orbital gap ... 10.43 eV
SMILES ... O=C1OC[C@@H](F)O1.O=C1OC[C@@H](F)O1.O=C1OC[C@@H](F)O1.O=C1OC[C@@H](F)O1.COP(=O)(OC)OC.COP(=O)(OC)OC.COP(=O)(OC)OC.COP(=O)(OC)OC.COP(=O)(OC)OC.COP(=O)(OC)OC
Lowest unoccupied orbital energy ... 0.08 eV